# 1
{
  "formula": "C31H69N10O12",
  "method": "wB97M-V/def2-TZVPD",
  "species": ["C", "C", "C", "C", "C", "C", "N", "O", "C", "C", "C", "H", "H", "H", "H", "H", "H", "H", "H", "H", "H", "H", "H", "H", "H", "H", "H", "H", "H", "O", "C", "N", "C", "H", "H", "H", "H", "H", "O", "C", "N", "C", "H", "H", "H", "H", "H", "O", "C", "N", "C", "H", "H", "H", "H", "H", "O", "C", "N", "C", "H", "H", "H", "H", "H", "O", "C", "N", "C", "H", "H", "H", "H", "H", "O", "C", "N", "C", "H", "H", "H", "H", "H", "O", "C", "N", "C", "H", "H", "H", "H", "H", "O", "C", "N", "C", "H", "H", "H", "H", "H", "O", "C", "N", "C", "H", "H", "H", "H", "H", "O", "C", "O", "C", "C", "C", "H", "H", "H", "H", "H", "H"],
  "xyz": [[1.1499, 1.4787, -3.0286], [1.3257, 0.9783, -1.5818], [0.8039, 2.0059, -0.5181], [0.6354, 1.4536, 0.9040], [-0.4262, 0.3534, 0.8056], [-0.0940, -0.8119, -0.1043], [0.4354, -0.2901, -1.4092], [0.0508, -0.9473, -2.4383], [-1.4119, -1.4990, -0.3118], [0.9193, -1.7084, 0.5929], [2.7741, 0.4498, -1.3907], [1.5780, 2.4727, -3.1521], [0.0775, 1.5493, -3.2168], [1.5788, 0.7762, -3.7414], [-0.1623, 2.4316, -0.7936], [1.4976, 2.8471, -0.4760], [0.3785, 2.2607, 1.5912], [1.5707, 1.1437, 1.3770], [-1.2642, 0.9749, 0.4817], [-0.7404, 0.0749, 1.8114], [-1.8300, -2.0460, 0.5335], [-1.2767, -2.4141, -0.8969], [-2.2367, -0.9991, -0.8179], [0.4885, -1.9737, 1.5590], [1.8649, -1.2957, 0.9467], [1.1793, -2.6301, 0.0726], [3.0329, -0.3559, -2.0775], [2.9926, 0.0675, -0.3928], [3.5547, 1.2007, -1.5151], [1.4286, 4.3585, 5.4164], [2.0052, 3.5301, 4.7392], [2.8054, 4.0170, 3.7434], [1.9286, 2.0406, 4.8987], [2.9652, 4.9934, 3.5597], [3.4241, 3.3641, 3.2833], [1.1767, 1.9610, 5.6846], [2.8318, 1.5060, 5.1835], [1.4094, 1.6844, 4.0078], [3.3551, -2.9663, 5.0463], [3.7973, -3.5427, 4.0596], [4.7408, -4.4626, 4.0562], [3.3074, -3.1605, 2.6802], [5.1837, -4.6274, 4.9482], [5.1689, -4.7053, 3.1783], [3.5866, -3.9310, 1.9618], [3.7873, -2.2304, 2.3719], [2.2372, -2.9645, 2.6779], [-4.8917, -1.2130, 0.7700], [-4.5771, -2.2980, 0.3487], [-4.8420, -2.5849, -0.9415], [-4.0192, -3.3738, 1.2326], [-5.4167, -1.8642, -1.3471], [-4.3040, -3.3191, -1.3831], [-4.8191, -3.9122, 1.7404], [-3.2332, -3.0116, 1.8945], [-3.4736, -4.1599, 0.7072], [3.6139, -3.5485, -0.6934], [3.6018, -3.4500, -1.9106], [4.3442, -2.4869, -2.5236], [2.6849, -4.3193, -2.7834], [4.3613, -2.2978, -3.5128], [5.0228, -1.9976, -1.9609], [1.7287, -3.8233, -2.9515], [2.4976, -5.2248, -2.2069], [3.0814, -4.6762, -3.7336], [4.7779, 2.3889, 1.6531], [4.8946, 2.9648, 0.5834], [5.3915, 2.2946, -0.4455], [4.3370, 4.2973, 0.3499], [5.8425, 1.3974, -0.3662], [5.3552, 2.6955, -1.3699], [4.5927, 4.9884, 1.1496], [3.2818, 4.1492, 0.1215], [4.8055, 4.6566, -0.5685], [-2.9999, 4.0960, 1.1093], [-2.3593, 5.0510, 0.6562], [-2.9847, 6.2068, 0.3949], [-0.8669, 5.1383, 0.5933], [-2.4414, 6.8543, -0.1545], [-3.9886, 6.1045, 0.3967], [-0.3012, 4.2900, 0.9701], [-0.4658, 6.1029, 0.9028], [-0.6661, 5.1695, -0.4823], [-2.9967, -4.6573, -1.8680], [-2.2611, -5.5878, -1.5865], [-1.0416, -5.6537, -2.1290], [-2.5799, -6.5815, -0.5064], [-0.4481, -6.3450, -1.6982], [-0.9283, -5.2379, -3.0395], [-2.6873, -7.6520, -0.6684], [-3.5049, -6.2220, -0.0549], [-1.8587, -6.3645, 0.2858], [-2.4616, 1.4157, -2.1579], [-3.6720, 1.1745, -2.1696], [-4.1617, 0.3358, -3.0740], [-4.6038, 1.7167, -1.0990], [-3.4857, -0.0505, -3.7156], [-5.0737, -0.0886, -3.0305], [-5.6487, 1.9321, -1.3249], [-4.2562, 2.6677, -0.6947], [-4.6156, 1.0081, -0.2688], [-0.7060, -4.0847, 2.1671], [-0.9332, -4.2781, 3.3585], [-1.9714, -4.9645, 3.8473], [0.0834, -3.7792, 4.3868], [-2.5327, -5.5033, 3.2046], [-1.9657, -5.2972, 4.7985], [0.5497, -2.8227, 4.1601], [0.8399, -4.5546, 4.5138], [-0.3102, -3.6600, 5.3978], [-2.5713, 7.4950, -5.0353], [-2.4569, 6.3577, -4.6445], [-1.7282, 5.4491, -5.2611], [-1.7583, 4.1641, -4.5829], [-2.0899, 4.6340, -3.1586], [-3.0317, 5.8001, -3.3942], [-0.8087, 3.6292, -4.6193], [-2.4133, 3.4869, -5.1324], [-1.1998, 4.8584, -2.5734], [-2.6690, 3.7931, -2.7752], [-3.2842, 6.4432, -2.5565], [-3.9069, 5.3269, -3.8495]],
  "forces_ev_per_angstrom": [[-0.7, -0.5, 0.6], [0.1, -0.1, 0.0], [0.7, -0.1, 0.5], [0.9, -0.5, -0.2], [0.2, 3.0, 1.1], [-1.0, 0.8, 1.4], [-2.2, -3.0, -4.7], [2.4, 3.6, 4.7], [-0.7, -2.9, -1.4], [0.8, -0.7, 0.7], [0.3, -0.2, 0.7], [0.2, -0.1, 0.2], [0.0, 0.1, -0.2], [0.1, 0.1, 0.0], [0.0, -0.2, -0.5], [0.2, -0.1, -0.4], [-0.7, 0.0, -0.2], [0.3, -0.4, -0.5], [-0.5, -0.7, -0.6], [0.2, -0.8, -0.2], [0.5, 1.0, 0.9], [0.3, 0.1, -0.6], [0.4, 0.7, 0.2], [-0.6, -0.3, -0.3], [0.0, 0.7, -0.7], [-0.3, 0.0, -0.2], [-0.4, 0.0, -0.2], [-0.4, 0.0, 0.1], [-0.6, 0.5, -0.3], [-0.8, -0.7, 0.6], [1.1, 2.4, -0.1], [0.7, -1.5, -1.0], [-1.6, 0.5, 0.5], [-0.3, 0.0, 0.6], [0.1, 0.1, -0.2], [0.2, -0.4, 0.2], [0.1, 0.2, -0.4], [0.5, -0.5, -0.2], [0.3, -0.7, 0.0], [-1.8, 2.4, -0.4], [1.1, -1.0, 0.6], [0.2, -0.1, -0.2], [0.3, -0.2, -0.3], [0.2, -0.2, 0.3], [-0.3, 0.1, -0.3], [0.2, 0.0, 0.1], [0.1, -0.3, 0.1], [-0.2, 1.3, 1.1], [-0.3, -0.4, -0.1], [0.3, -0.5, 0.4], [1.1, -0.9, -0.3], [0.3, -0.3, -0.6], [-0.5, 0.0, -0.5], [-0.1, 0.4, 0.3], [-0.6, 0.4, 0.4], [-0.2, 0.1, -0.6], [0.0, -0.2, -0.5], [-0.5, 0.0, 0.0], [0.2, 0.2, -0.3], [0.3, -0.4, 0.5], [-0.1, -0.4, 0.1], [-0.1, -0.1, 0.1], [0.0, 0.1, 0.0], [-0.1, 0.1, 0.1], [0.3, 0.5, -0.1], [0.1, 0.2, 0.8], [-0.7, -1.5, 2.1], [0.8, -0.2, -2.5], [0.6, 0.7, -1.4], [-0.2, 0.1, 0.4], [0.3, 0.1, 0.1], [-0.5, -0.1, 0.1], [-0.1, 0.4, 0.5], [-0.2, 0.5, 0.0], [1.0, 0.4, -1.0], [-0.7, -1.4, 2.7], [0.2, 0.1, -0.6], [0.6, 0.0, -1.6], [-0.8, 0.5, 0.0], [0.0, 0.6, -0.3], [-0.4, 0.1, 0.4], [-0.2, -0.2, 0.6], [0.3, -0.2, -0.2], [-0.7, 0.0, -0.3], [-0.5, 0.4, 0.2], [0.4, -0.8, 0.2], [-0.6, 0.9, 1.3], [0.4, 0.0, -0.9], [0.5, 0.0, 0.2], [0.4, 0.2, -0.6], [-0.2, -0.2, -0.2], [0.3, -0.4, 0.0], [0.0, 0.2, 0.0], [0.2, 0.6, 1.4], [-0.4, -0.8, -1.0], [-0.1, 0.5, 0.4], [-0.1, -0.1, 0.0], [0.0, 0.3, 0.0], [0.0, -0.5, -0.7], [0.6, -0.2, -0.1], [0.1, -0.1, 0.0], [-0.8, -0.2, 0.1], [2.0, 0.9, 0.1], [-0.7, -0.7, 0.0], [-0.5, -0.3, 0.8], [0.0, 0.1, 0.0], [0.0, 0.3, 0.0], [0.0, -0.2, -0.4], [0.2, 0.1, -0.3], [-0.4, 0.0, -0.1], [0.1, -0.8, -0.2], [0.0, 3.1, 0.6], [1.1, -1.4, -1.6], [0.6, 1.3, 0.4], [-1.4, -2.0, 0.0], [0.1, -1.4, -0.7], [0.4, 0.7, -0.2], [-0.7, 0.3, 0.5], [0.0, 0.0, -0.1], [0.5, 0.1, 1.0], [0.1, 0.2, -0.4], [-0.7, 0.1, 0.7]],
  "e_tot_ha": -2672.88278,
  "e_lumo_ha": -0.2066,
  "gap_ha": 0.1981,
  "charge": 1,
  "largest_force_ha_per_bohr": 0.124
}

# 2
{
  "formula": "C21H42N7O12",
  "method": "wB97M-V/def2-TZVPD",
  "species": ["H", "N", "C", "N", "N", "C", "C", "O", "C", "O", "C", "O", "C", "O", "C", "C", "C", "O", "C", "O", "C", "O", "C", "O", "C", "C", "O", "C", "O", "C", "O", "C", "N", "C", "C", "N", "C", "N", "N", "C", "O", "H", "H", "H", "H", "H", "H", "H", "H", "H", "H", "H", "H", "H", "H", "H", "H", "H", "H", "H", "H", "H", "H", "H", "H", "H", "H", "H", "H", "H", "H", "H", "H", "H", "H", "H", "H", "H", "H", "H", "H", "H"],
  "xyz": [[5.7979, -3.3357, 2.6384], [5.4125, -4.2296, 2.3583], [4.1533, -4.2847, 2.2880], [3.5623, -5.4662, 1.8144], [3.2732, -3.2676, 2.5900], [1.9157, -3.1736, 2.1030], [1.1549, -2.1203, 2.9394], [-0.2264, -2.2606, 2.8457], [1.6241, -0.6850, 2.6088], [2.9519, -0.4530, 3.0380], [1.5978, -0.4066, 1.0957], [0.2941, -0.4521, 0.5496], [-0.4877, 0.7158, 0.6871], [-0.8844, 0.9701, 1.9883], [-2.1745, 0.3886, 2.2642], [-3.0972, 1.4792, 2.7859], [-2.6095, -0.2904, 0.9390], [-2.1921, -1.6379, 0.9225], [-4.1118, -0.2474, 0.6505], [-4.7300, -1.0392, 1.6408], [-1.7628, 0.4415, -0.1221], [-2.4645, 1.5581, -0.6300], [-1.8091, 2.7929, -0.7774], [-0.6546, 2.7314, -1.5649], [-0.8244, 2.4498, -2.9608], [-0.1501, 1.1099, -3.2678], [1.1254, 1.0427, -2.6447], [-2.2930, 2.4562, -3.4073], [-2.3779, 2.3880, -4.7984], [-2.9507, 3.7323, -2.8666], [-2.2950, 4.8105, -3.4880], [-2.8598, 3.7939, -1.3166], [-2.5920, 5.1601, -0.9215], [-3.0356, 5.5206, 0.4116], [2.4285, -1.4478, 0.3308], [2.3950, -1.0841, -1.0736], [3.2882, -1.4195, -1.9962], [4.2408, -2.3073, -1.7201], [3.2359, -0.8015, -3.1749], [1.8576, -2.8561, 0.5916], [2.5929, -3.7932, -0.1701], [2.8125, -5.8082, 2.4028], [4.2788, -6.1735, 1.7014], [3.7008, -2.3776, 2.8106], [1.4074, -4.1330, 2.2598], [1.3937, -2.3180, 3.9941], [-0.5537, -1.9812, 1.9717], [0.9283, 0.0165, 3.0868], [2.9554, -0.3002, 3.9898], [2.0357, 0.5916, 0.9359], [0.1052, 1.5759, 0.3467], [-2.0379, -0.3816, 3.0324], [-2.6237, 1.9546, 3.6406], [-3.2742, 2.2323, 2.0220], [-4.0395, 1.0441, 3.1025], [-2.8598, -2.1367, 1.4184], [-4.4817, 0.7806, 0.6560], [-4.2725, -0.6722, -0.3489], [-5.6768, -1.0778, 1.4722], [-1.5294, -0.2554, -0.9355], [-1.4404, 3.1496, 0.1985], [-0.2977, 3.2522, -3.4949], [-0.7706, 0.2856, -2.8976], [-0.0231, 0.9984, -4.3465], [1.1365, 1.7575, -1.9925], [-2.8105, 1.5776, -3.0106], [-2.2160, 3.2770, -5.1453], [-4.0105, 3.7330, -3.1611], [-2.5882, 5.6196, -3.0473], [-3.8222, 3.4890, -0.8971], [-1.5998, 5.3550, -1.0255], [-2.5792, 4.9250, 1.2128], [-2.7955, 6.5683, 0.5778], [-4.1172, 5.4007, 0.4619], [3.4654, -1.4044, 0.6811], [1.6296, -0.4822, -1.3636], [4.0214, -2.9849, -0.9875], [4.8815, -2.5920, -2.4418], [2.5563, -0.0626, -3.3130], [3.8648, -1.0418, -3.9207], [0.8105, -2.8704, 0.2585], [2.8266, -4.5657, 0.3891]],
  "forces_ev_per_angstrom": [[-0.2, 0.1, 0.0], [0.7, -0.3, 0.0], [0.0, 0.5, 0.1], [-0.3, -0.2, 0.0], [0.2, 0.0, 0.2], [-0.3, -0.1, -0.2], [0.6, 0.0, 0.2], [-0.4, 0.0, -0.3], [-0.8, -0.1, 0.0], [0.4, 0.0, 0.0], [0.5, 0.2, 0.2], [0.1, -0.3, 0.0], [0.1, 0.5, -0.4], [0.0, 0.1, 0.1], [-0.5, -0.1, 0.2], [0.4, -0.2, -0.1], [-0.5, 0.6, 0.0], [0.1, -0.5, 0.0], [0.4, 0.3, -0.4], [-0.1, -0.2, 0.2], [0.3, -0.6, 0.0], [0.0, 0.0, 0.1], [-0.3, 0.5, 0.6], [0.1, -0.1, -0.2], [0.0, -0.2, -0.5], [-0.6, 0.2, -0.1], [0.3, 0.2, 0.2], [-0.1, 0.5, 0.5], [0.1, 0.0, -0.5], [-0.4, -0.5, 0.1], [0.3, 0.0, -0.2], [0.3, -0.3, -0.1], [0.2, 0.0, -0.1], [0.0, 0.0, 0.1], [-0.3, -0.3, 0.3], [-0.3, 0.0, 0.0], [0.2, 0.1, 0.0], [0.1, 0.0, 0.0], [0.0, 0.0, -0.3], [-0.2, 0.3, 0.3], [0.0, 0.0, -0.1], [0.0, 0.0, 0.0], [0.0, 0.1, 0.0], [0.0, -0.2, 0.0], [0.0, 0.2, 0.0], [0.1, 0.1, -0.2], [-0.1, 0.0, 0.1], [0.1, -0.2, -0.1], [0.0, 0.0, -0.1], [0.0, -0.1, 0.0], [-0.1, -0.2, 0.1], [0.0, 0.1, -0.2], [0.0, 0.1, 0.1], [-0.1, 0.1, -0.1], [-0.1, 0.0, 0.0], [0.0, 0.0, 0.0], [0.0, -0.1, 0.0], [0.0, 0.1, 0.1], [0.1, -0.1, 0.0], [-0.1, 0.1, 0.1], [-0.1, -0.1, -0.2], [-0.1, -0.1, 0.1], [0.0, 0.0, -0.1], [-0.1, 0.0, 0.1], [0.1, 0.0, 0.1], [0.0, 0.1, 0.0], [0.0, -0.1, 0.0], [0.2, -0.1, 0.0], [0.0, 0.0, 0.1], [0.1, 0.1, 0.0], [-0.1, 0.0, -0.1], [0.0, 0.0, 0.0], [-0.1, 0.0, 0.1], [0.0, 0.0, 0.1], [-0.1, 0.0, 0.0], [0.1, -0.1, -0.1], [-0.1, 0.0, -0.1], [0.0, 0.1, 0.0], [0.1, 0.1, 0.1], [-0.1, -0.1, 0.1], [0.1, 0.0, 0.1], [0.0, -0.1, -0.1]],
  "e_tot_ha": -2111.43424,
  "smiles": "[H]/N=C(/N)N[C@H]1[C@H](O)[C@@H](O)[C@H](O[C@@H]2O[C@@H](C)[C@@](O)(CO)[C@H]2O[C@H]2O[C@@H](CO)[C@H](O)[C@H](O)[C@@H]2NC)[C@H](NC(N)=[NH2+])[C@H]1O",
  "e_lumo_ha": -0.0691,
  "relative_energy_ev": 0.309,
  "gap_ha": 0.3476,
  "charge": 1,
  "largest_force_ha_per_bohr": 0.017
}